1.
The molecule CH2N4O in a non-equilibrium geometry. Source: the OMol25 dataset; level of theory: ωB97M-V/def2-TZVPD.

CARTESIAN COORDINATES (ANGSTROEM)
N 1.8857 -0.0592 -0.0457
C 0.5448 -0.0593 -0.1040
N 0.0741 1.1184 0.0332
N -1.2844 0.8154 0.1059
N -1.5389 -0.5013 -0.1389
O -0.2447 -1.1607 0.0888
H 2.3599 0.9045 -0.2130
H 2.3736 -0.8761 0.4459

E_LUMO, eV: 0.027
Structure (SMILES): Nc1nnno1
HOMO-LUMO gap, eV: 9.7285

2.
The molecule CH2N4O in a non-equilibrium geometry. Source: the OMol25 dataset; level of theory: ωB97M-V/def2-TZVPD.

CARTESIAN COORDINATES (ANGSTROEM)
H 2.2299 -0.0991 -0.6212
N 1.3673 0.0073 -1.0813
C 0.5190 0.1514 -0.1284
N -0.8790 0.0744 -0.3853
N -1.6063 0.0701 0.6503
N -0.9042 0.1177 1.5852
O 0.3629 0.4202 1.2111
H -1.0896 -0.7419 -1.2305

E_LUMO, eV: 0.491
Structure (SMILES): [H]/N=c1/[nH]nno1
HOMO-LUMO gap, eV: 10.4571

3.
A cluster of 2 separate species, CH2N4O in total in a non-equilibrium geometry. Source: the OMol25 dataset; level of theory: ωB97M-V/def2-TZVPD.

CARTESIAN COORDINATES (ANGSTROEM)
C 1.8843 0.2796 -0.0972
N 2.3845 -0.7359 0.6269
N 3.6846 -0.6446 0.4155
N 3.9534 0.3263 -0.3403
N -0.1745 0.1115 -0.3464
O 2.7712 0.9039 -0.8060
H 0.0785 -0.5650 -1.1690
H -0.3036 -0.4772 0.4684

E_LUMO, eV: -1.200
HOMO-LUMO gap, eV: 10.3465

4.
The molecule CH2N4O in a non-equilibrium geometry. Source: the OMol25 dataset; level of theory: ωB97M-V/def2-TZVPD.

CARTESIAN COORDINATES (ANGSTROEM)
O -1.6334 0.4616 -0.9793
C -0.4806 0.2207 -0.3711
N 0.6733 0.1715 -1.1260
N 1.6096 -0.0648 -0.3077
N 1.0668 -0.1288 0.9504
N -0.2910 -0.0053 0.8953
H -2.3468 0.3696 -0.3336
H 1.4021 -1.0246 1.2720

E_LUMO, eV: 0.550
Structure (SMILES): Oc1nn[nH]n1
HOMO-LUMO gap, eV: 11.0077

5.
The molecule CH2N4O in a non-equilibrium geometry. Source: the OMol25 dataset; level of theory: ωB97M-V/def2-TZVPD.

CARTESIAN COORDINATES (ANGSTROEM)
N 1.4896 0.0648 -0.1973
C 0.2154 -0.0205 -0.3949
N -0.8091 -0.1340 -1.2669
O -1.9359 -0.1392 -0.4270
N -1.6430 -0.0394 0.8460
N -0.3763 0.0292 0.8643
H 2.1291 0.0593 -0.9649
H 0.5118 0.1196 1.4339

E_LUMO, eV: -0.634
HOMO-LUMO gap, eV: 8.2259

6.
The molecule CH2N4O3 in a non-equilibrium geometry. Source: the OMol25 dataset; level of theory: ωB97M-V/def2-TZVPD.

CARTESIAN COORDINATES (ANGSTROEM)
O -0.6903 1.6608 -0.0365
C -0.0957 0.5813 -0.0176
N -0.8908 -0.4845 -0.4363
O -2.1074 -0.2676 0.5015
N -0.2510 -1.6943 0.0829
N 0.9273 -1.4466 0.0506
N 1.0852 -0.1125 -0.3142
O 2.1991 0.3612 0.4301
H -2.8718 0.1727 -0.1590
H 2.6956 1.2294 -0.1015

E_LUMO, eV: -0.296
Structure (SMILES): O=c1n(O)nnn1O
HOMO-LUMO gap, eV: 10.6371

7.
The molecule CH2N4OS in a non-equilibrium geometry. Source: the OMol25 dataset; level of theory: ωB97M-V/def2-TZVPD.

CARTESIAN COORDINATES (ANGSTROEM)
H -0.1302 2.6294 0.1158
N -1.0619 2.0254 -0.0372
C -0.7992 0.7738 -0.0156
N -1.9420 -0.2210 0.1281
N -1.5284 -1.3358 -0.0480
O -0.0857 -1.3422 -0.1066
N 0.3600 -0.0413 0.0190
S 2.0501 0.0780 -0.0576
H 2.0165 -0.7753 1.3184

E_LUMO, eV: -0.531
Structure (SMILES): [H]/N=c1/nnon1S
HOMO-LUMO gap, eV: 8.7203

8.
The ion CH2NO2 with charge -1 in a non-equilibrium geometry. Source: the OMol25 dataset; level of theory: ωB97M-V/def2-TZVPD.

CARTESIAN COORDINATES (ANGSTROEM)
N -0.1378 -0.0715 -0.4558
C -1.7357 0.0166 -0.0441
O -2.2764 -1.0608 0.0851
O -2.2143 1.1287 -0.0403
H 0.4128 -0.8688 -0.1431
H 0.0564 0.6792 0.1884

E_LUMO, eV: 4.774
Structure (SMILES): NC(=O)[O-]
HOMO-LUMO gap, eV: 8.6159
Total charge: -1

9.
A cluster of 2 separate species, CH2NO2 in total in a non-equilibrium geometry. Source: the OMol25 dataset; level of theory: ωB97M-V/def2-TZVPD.

CARTESIAN COORDINATES (ANGSTROEM)
C 2.4858 -0.1031 -0.0213
N -0.1071 0.6359 0.0074
O 2.5251 -1.2884 -0.2561
O 2.8020 0.9960 0.2182
H -0.0181 -0.0785 -0.7619
H 0.1525 1.6355 -0.1373

E_LUMO, eV: 4.032
HOMO-LUMO gap, eV: 5.7037
Total charge: -1

10.
A structure of composition CH2NO3PS in a non-equilibrium geometry. Source: the OMol25 dataset; level of theory: ωB97M-V/def2-TZVPD.

CARTESIAN COORDINATES (ANGSTROEM)
C 1.8384 1.0703 -0.1652
N 1.9785 1.3048 -1.3121
O -1.8322 0.3011 0.3696
O -0.7682 -1.2981 -1.2498
O 0.4160 -0.9672 0.9313
P -0.9165 -1.0833 0.2963
S 2.0177 0.5309 1.3420
H -1.9070 0.4813 1.2474
H -0.8267 -0.3399 -1.4597

E_LUMO (alpha / beta), eV: -2.535 / -2.124
HOMO-LUMO gap (alpha / beta), eV: 6.9352 / 7.3487

11.
A cluster of 2 separate species, CH2NO3S in total in a non-equilibrium geometry. Source: the OMol25 dataset; level of theory: ωB97M-V/def2-TZVPD.

CARTESIAN COORDINATES (ANGSTROEM)
C 1.0524 0.5166 -0.3427
N 0.7513 1.3546 -1.3263
O 1.0358 3.2288 1.5991
O -1.3234 3.1686 1.1122
O -0.0966 0.1556 -1.0552
S -0.0072 3.5612 0.6576
H 1.8550 -0.3288 -0.4810
H 0.9376 0.9453 0.5675

E_LUMO (alpha / beta), eV: 3.755 / 3.637
HOMO-LUMO gap (alpha / beta), eV: 7.5185 / 5.4408
Total charge: -1

12.
The ion CH2NO3S with charge -1 in a non-equilibrium geometry. Source: the OMol25 dataset; level of theory: ωB97M-V/def2-TZVPD.

CARTESIAN COORDINATES (ANGSTROEM)
C -2.5552 0.6566 -0.0211
N 0.0706 -0.0488 0.2564
O -3.6804 0.4019 0.1797
O -1.9012 1.5380 -0.5164
O -1.4950 -2.0911 -0.7481
S -1.3790 -1.1381 0.4135
H -0.3654 0.9233 0.0587
H 0.4778 -0.0808 1.2559

E_LUMO, eV: 3.773
HOMO-LUMO gap, eV: 7.1647
Total charge: -1

13.
The ion CH2NO4 with charge +1 in a non-equilibrium geometry. Source: the OMol25 dataset; level of theory: ωB97M-V/def2-TZVPD.

CARTESIAN COORDINATES (ANGSTROEM)
C 0.1254 -0.0274 0.0784
N 3.4233 -1.5021 0.8977
O 4.1162 -1.7976 0.0533
O 3.1592 -1.3020 1.9767
O 2.0245 -1.1182 0.0567
O 1.0720 -0.4400 0.7307
H -0.0917 -0.0036 -1.0600
H -0.6400 0.3936 0.6786

E_LUMO, eV: -6.397
HOMO-LUMO gap, eV: 11.0116
Total charge: +1

14.
A structure of composition CH2NO4 in a non-equilibrium geometry. Source: the OMol25 dataset; level of theory: ωB97M-V/def2-TZVPD.

CARTESIAN COORDINATES (ANGSTROEM)
C 1.9601 0.3465 0.3051
N -1.9822 -0.1714 -0.2390
O -2.1967 0.8483 0.2918
O -2.6590 -1.0794 -0.7866
O -0.9508 -0.8560 -0.4501
O 1.1409 0.3018 -0.5338
H 2.0755 -0.5584 1.1034
H 2.6123 1.1687 0.3093

E_LUMO (alpha / beta), eV: -10.282 / -7.113
HOMO-LUMO gap (alpha / beta), eV: 5.6668 / 10.4061
Total charge: +1

15.
A cluster of 2 separate species, CH2NO4S in total in a non-equilibrium geometry. Source: the OMol25 dataset; level of theory: ωB97M-V/def2-TZVPD.

CARTESIAN COORDINATES (ANGSTROEM)
C 0.7745 0.5287 -0.1228
N 1.1683 -0.7044 0.0608
O 1.2657 -1.1336 1.2770
O -2.0159 -0.3625 -1.0805
O 1.6278 -1.3624 -0.9310
O -2.3343 1.1138 0.8057
S -1.6553 -0.0690 0.2896
H 0.6802 1.1383 0.8224
H 0.4891 0.8512 -1.1212

E_LUMO (alpha / beta), eV: 3.576 / 3.576
HOMO-LUMO gap (alpha / beta), eV: 7.6444 / 7.6456
Total charge: -1

16.
A cluster of 2 separate species, CH2NP in total in a non-equilibrium geometry. Source: the OMol25 dataset; level of theory: ωB97M-V/def2-TZVPD.

CARTESIAN COORDINATES (ANGSTROEM)
C -0.7410 0.6826 0.9810
N 0.1817 0.1861 0.4810
P 1.6215 -0.7258 -1.2879
H 0.5538 -1.3630 -1.7116
H -1.6160 1.2201 1.5375

E_LUMO (alpha / beta), eV: -0.284 / -0.218
HOMO-LUMO gap (alpha / beta), eV: 7.1012 / 7.1155

17.
The molecule CH2NP in a non-equilibrium geometry. Source: the OMol25 dataset; level of theory: ωB97M-V/def2-TZVPD.

CARTESIAN COORDINATES (ANGSTROEM)
N 1.9068 0.9773 -0.0102
C 0.7836 0.4416 -0.1360
P -0.5468 -0.6839 -0.3570
H -0.6128 -0.9643 1.0009
H -1.5307 0.2292 -0.4977

E_LUMO, eV: 0.710
Structure (SMILES): N#CP
HOMO-LUMO gap, eV: 11.0666

18.
The molecule CH2NP3 in a non-equilibrium geometry. Source: the OMol25 dataset; level of theory: ωB97M-V/def2-TZVPD.

CARTESIAN COORDINATES (ANGSTROEM)
C -0.0514 1.1170 -0.4297
P 1.4668 0.4412 -0.4187
P 0.8266 -1.6102 0.1357
N -1.2449 -1.1372 0.3894
P -1.6684 0.2595 -0.0727
H -0.3113 1.9895 -0.9515
H 0.9827 -1.0598 1.3475

E_LUMO, eV: -1.067
Structure (SMILES): C1=P#[PH]N=P1
HOMO-LUMO gap, eV: 7.9997

19.
A structure of composition CH2Na10O4 in a non-equilibrium geometry. Source: the OMol25 dataset; level of theory: ωB97M-V/def2-TZVPD.

CARTESIAN COORDINATES (ANGSTROEM)
Na 2.5882 0.4915 1.0408
Na -3.4258 0.0665 -1.6456
Na -2.0859 -1.2794 2.0962
Na -2.6392 -3.2874 -0.6354
Na 1.6701 1.5056 -2.3203
Na 0.7744 -0.7669 3.4165
Na -0.7625 1.9397 3.0522
Na 0.8287 -3.1073 0.7186
Na -0.1199 -1.7017 -2.6513
Na 2.9010 -1.5625 -1.6971
C -0.1483 -0.2726 -0.0158
O 0.9092 -0.5670 -0.7006
O -1.2860 -0.6165 -0.4710
O -0.0221 0.2800 1.1108
O 0.6311 2.7948 -0.4912
H -0.1480 2.3599 -0.1377
H 0.3351 3.7234 -0.6690

E_LUMO, eV: -28.879
HOMO-LUMO gap, eV: 7.1991
Total charge: +8

20.
A structure of composition CH2Na7O4 in a non-equilibrium geometry. Source: the OMol25 dataset; level of theory: ωB97M-V/def2-TZVPD.

CARTESIAN COORDINATES (ANGSTROEM)
Na -0.8079 11.2892 -9.1811
Na -0.1825 15.3999 -7.2154
Na -0.1861 15.0487 -11.3980
Na 1.8865 10.7392 -10.9324
Na 0.9907 11.2775 -6.7430
Na 3.1889 14.2029 -7.2783
Na 2.3512 16.7778 -9.2101
C 1.2611 13.3163 -9.5427
O 1.8989 12.4772 -8.8230
O 1.3101 14.5440 -9.2925
O 0.5802 12.8947 -10.4914
O 3.3928 9.6614 -7.1579
H 3.2515 10.1272 -7.9821
H 4.2334 9.9888 -6.8381

E_LUMO, eV: -18.554
HOMO-LUMO gap, eV: 7.5515
Total charge: +5

Calculated values (kJ/mol) of energy relative to the best compared isomer or geometry (same formula, charge and spin) for the records, taken in order: 264.17, 314.51, 457.89, 82.33, 400.98, 251.00, 299.63, 59.93, 233.48, 333.31, 470.34, 80.52, 397.35, 535.16, 399.11, 298.97, 51.75, 140.62, 1158.74, 137.44.